Here is a 2-piece molecular cluster, C2H7NO2 overall from OMol25. Energies are from ωB97M-V/def2-TZVPD.

Each line ends with the Löwdin charge.
Geometry (Å):
C 2.640 0.757 -1.134  -0.123
O 2.077 -0.295 -0.998  -0.009
H 2.487 1.572 -0.412  0.085
H 3.332 0.967 -1.964  0.083
N -2.201 -0.248 1.667  0.007
C -1.247 -0.664 0.647  -0.350
O -1.014 0.455 -0.195  -0.075
H -3.038 -0.812 1.656  0.056
H -2.460 0.716 1.494  0.064
H -1.648 -1.500 0.061  0.111
H -0.312 -0.960 1.137  0.106
H -0.186 0.286 -0.656  0.044

- highest occupied orbital energy (eV) = -9.0840
- largest force on an atom (eV/A) = 0.5
- total energy (eV) = -7771.2832
- HOMO-LUMO gap (eV) = 9.6
- 2S+1 = 1

Here is a 2-piece molecular cluster, C2H7NO2 overall from OMol25. Energies are from ωB97M-V/def2-TZVPD.

Each line ends with the Löwdin charge.
Geometry (Å):
C -1.061 2.535 1.389  -0.133
O -0.305 1.623 1.559  -0.008
H -0.882 3.278 0.588  0.085
H -1.955 2.670 2.014  0.079
N 0.294 -1.435 0.267  0.033
C 1.013 -1.379 -0.956  -0.360
O 0.496 -0.419 -1.881  -0.085
H -0.020 -0.596 0.720  0.042
H -0.145 -2.311 0.459  0.060
H 2.062 -1.092 -0.866  0.107
H 0.968 -2.371 -1.400  0.106
H -0.465 -0.504 -1.892  0.073

- highest occupied orbital energy (eV) = -8.9639
- largest force on an atom (eV/A) = 0.6
- total energy (eV) = -7771.2693
- HOMO-LUMO gap (eV) = 9.6
- 2S+1 = 1

Here is a 2-piece molecular cluster, C2H7NO2 overall at a distorted geometry from OMol25. Energies are from ωB97M-V/def2-TZVPD.

Each line ends with the Löwdin charge.
Geometry (Å):
C -0.885 -1.114 0.240  -0.032
C -0.449 -0.860 -1.168  -0.604
N 0.347 0.256 -1.218  0.136
O -0.674 -1.570 -2.119  0.046
H -0.128 -1.059 1.006  0.058
H -1.410 -2.078 0.409  0.093
H -1.491 -0.312 0.681  0.083
H 0.411 0.884 -0.398  0.058
H 0.717 0.556 -2.102  0.101
O 1.110 1.678 1.190  -0.062
H 1.273 2.564 1.533  0.054
H 1.179 1.056 1.946  0.068

- highest occupied orbital energy (eV) = -9.5985
- largest force on an atom (eV/A) = 2.3
- total energy (eV) = -7773.0000
- HOMO-LUMO gap (eV) = 9.9
- 2S+1 = 1

Here is an isolated ion of composition C2H7NO2P and charge -1 at a distorted geometry from OMol25. Energies are from ωB97M-V/def2-TZVPD.

Each line ends with the Löwdin charge.
Geometry (Å):
C -1.807 0.386 0.067  -0.362
P -1.005 -1.246 0.479  0.446
O -1.620 -2.221 -0.482  -0.614
N 0.582 -0.950 -0.337  -0.228
C 1.602 -0.003 0.226  -0.360
O 2.820 -0.748 0.131  -0.121
H -1.252 1.220 0.602  0.021
H -1.952 0.485 -1.065  0.036
H -2.775 0.152 0.377  -0.049
H 0.391 -0.617 -1.247  0.017
H 1.529 0.983 -0.180  0.081
H 1.599 0.085 1.301  0.081
H 2.761 -1.330 -0.624  0.051

- highest occupied orbital energy (eV) = -2.5897
- largest force on an atom (eV/A) = 4.0
- total charge = -1
- total energy (eV) = -17062.0828
- HOMO-LUMO gap (eV) = 6.6
- 2S+1 = 1

Here is an isolated ion of composition C2H7NO2P and charge +1 at a distorted geometry from OMol25. Energies are from ωB97M-V/def2-TZVPD.

Each line ends with the Löwdin charge.
Geometry (Å):
C -0.541 -1.693 0.409  -0.183
C 0.049 0.923 -0.535  -0.418
N 1.343 0.641 0.298  0.225
O -2.541 -0.077 -0.719  -0.296
O -0.033 2.204 -0.747  0.069
P -1.260 -0.070 0.004  0.847
H -0.971 -2.291 1.219  0.074
H 0.478 -1.796 0.735  0.033
H -0.792 -2.312 -0.494  0.095
H 2.062 0.887 -0.301  0.133
H 1.370 1.280 1.125  0.198
H 1.267 -0.331 0.493  0.082
H -0.433 2.635 -1.487  0.142

- highest occupied orbital energy (eV) = -13.5074
- largest force on an atom (eV/A) = 4.1
- total charge = +1
- total energy (eV) = -17052.1265
- HOMO-LUMO gap (eV) = 8.2
- 2S+1 = 1

Here is a 2-piece molecular cluster, C2H7NO2S overall at a distorted geometry from OMol25. Energies are from ωB97M-V/def2-TZVPD.

Each line ends with the Löwdin charge.
Geometry (Å):
N -0.504 -0.288 -0.227  0.169
C -0.840 -0.351 1.013  -0.733
O -1.976 -0.292 1.327  0.071
C 0.268 -0.329 2.062  -0.504
S 0.992 -1.942 2.271  0.719
H 0.476 -0.269 -0.520  0.126
H -1.246 -0.133 -0.913  0.134
H 1.174 0.276 1.865  0.071
H -0.160 0.009 3.025  0.084
H 2.229 -1.462 2.024  -0.138
O 0.072 1.376 -3.711  -0.094
H -0.892 1.327 -3.903  0.046
H 0.409 2.078 -4.312  0.049

- highest occupied orbital energy (eV) = -9.0935
- largest force on an atom (eV/A) = 4.9
- total energy (eV) = -18607.7199
- HOMO-LUMO gap (eV) = 9.6
- 2S+1 = 1

Here is a single C2H7NO2S molecule at a distorted geometry from OMol25. Energies are from ωB97M-V/def2-TZVPD.

Each line ends with the Löwdin charge.
Geometry (Å):
C -0.207 1.156 0.663  -0.132
N 0.415 0.063 -0.020  -0.386
C -0.322 -1.223 0.173  -0.072
S 2.121 -0.040 -0.148  0.630
O 2.710 -1.140 0.507  -0.331
O 2.730 1.253 -0.069  -0.343
H 0.461 1.991 0.554  0.067
H -1.191 1.311 0.125  0.113
H -0.374 0.972 1.734  0.092
H -0.188 -1.859 -0.637  0.057
H 0.190 -1.556 1.160  0.116
H -1.336 -1.030 0.480  0.077
H 2.357 -0.380 -1.574  0.112

- highest occupied orbital energy (eV) = -9.9020
- largest force on an atom (eV/A) = 5.0
- total energy (eV) = -18605.7391
- HOMO-LUMO gap (eV) = 10.5
- 2S+1 = 1

Here is a single C2H7NO2S molecule at a distorted geometry from OMol25. Energies are from ωB97M-V/def2-TZVPD.

Each line ends with the Löwdin charge.
Geometry (Å):
C -1.219 1.110 -1.093  -0.226
N -0.754 -0.246 -1.343  -0.265
S -0.499 -1.003 0.013  0.763
O -1.188 -0.473 1.174  -0.350
O 1.072 -1.352 0.287  -0.367
C 1.717 -0.228 1.008  -0.082
H -0.390 1.767 -1.081  0.051
H -1.778 1.597 -1.878  0.072
H -1.778 1.272 -0.261  0.024
H -0.897 -2.219 -0.296  0.072
H 2.651 -0.775 1.366  0.104
H 2.043 0.523 0.225  0.104
H 1.021 0.027 1.878  0.100

- highest occupied orbital energy (eV) = -9.0966
- largest force on an atom (eV/A) = 3.8
- total energy (eV) = -18604.3432
- HOMO-LUMO gap (eV) = 9.7
- 2S+1 = 1

Here is a single C2H7NO2S molecule at a distorted geometry from OMol25. Energies are from ωB97M-V/def2-TZVPD.

Each line ends with the Löwdin charge.
Geometry (Å):
C -0.030 -1.281 0.839  0.049
N 0.194 -0.267 -0.627  -0.286
C 1.338 0.552 -0.218  -0.162
S -1.331 0.536 -0.575  0.595
O -1.356 1.392 0.609  -0.364
O -2.438 -0.260 -0.746  -0.291
H -0.173 -0.547 1.538  0.026
H -0.740 -1.986 0.569  0.038
H 0.914 -1.834 0.885  0.078
H 2.284 0.019 -0.143  0.091
H 1.449 1.259 -1.066  0.091
H 1.036 1.036 0.638  0.036
H -1.147 1.380 -1.705  0.100

- highest occupied orbital energy (eV) = -10.2929
- largest force on an atom (eV/A) = 6.9
- total energy (eV) = -18604.9077
- HOMO-LUMO gap (eV) = 10.9
- 2S+1 = 1

Here is a 2-piece molecular cluster, C2H7NO2S2 overall at a distorted geometry from OMol25. Energies are from ωB97M-V/def2-TZVPD.

Each line ends with the Löwdin charge.
Geometry (Å):
C -1.318 -1.542 0.340  -0.170
C 2.939 0.348 0.392  -0.600
N -2.337 1.841 -1.304  -0.156
O -1.817 1.365 1.110  -0.377
O -1.740 -0.610 -0.596  -0.372
S 1.881 0.805 -0.910  0.585
S -1.522 1.032 -0.299  0.779
H -1.719 -1.420 1.313  0.062
H -0.225 -1.571 0.532  0.080
H -1.714 -2.508 -0.206  0.141
H 3.462 1.055 1.022  0.029
H 3.766 -0.112 -0.161  0.029
H 2.391 -0.416 0.953  0.017
H -2.047 1.732 -2.185  -0.047

- highest occupied orbital energy (alpha / beta) (eV) = -9.4918 / -9.0697
- largest force on an atom (eV/A) = 4.7
- total energy (eV) = -29438.2424
- HOMO-LUMO gap (alpha / beta) (eV) = 7.4 / 7.1
- 2S+1 = 1